Molecular formula: C41H52BN5O6PbSe
Method: DFT, ωB97M-V/def2-TZVPD

```
107
Properties=species:S:1:pos:R:3:lowdin_charge:R:1
Pb -1.9234 -1.0039 -1.0647 1.48
C 3.5154 4.2475 -3.9048 -0.03
C 3.9607 3.6060 -2.5797 -0.55
C 4.5811 4.6827 -1.6735 -0.04
C 5.0278 2.5583 -2.8866 -0.06
C 2.7438 3.0165 -1.8850 -0.13
C 2.6410 1.6513 -1.5755 -0.05
C 1.5301 1.1537 -0.9421 -0.40
Se 1.3659 -0.7173 -0.6624 1.15
C 1.1964 -0.6083 1.2556 -0.35
C 2.2157 -0.0219 1.9368 -0.06
C 2.1553 0.1771 3.3364 -0.12
C 1.0148 -0.2443 4.0115 0.03
C -0.0695 -0.8347 3.3864 -0.03
C 0.0185 -1.1097 1.9509 -0.35
O -0.8516 -1.7652 1.3549 -0.08
C -1.2823 -1.2213 4.2328 -0.53
C -2.5767 -1.4951 3.4568 -0.06
C -1.6013 -0.0821 5.2199 -0.05
C -0.9149 -2.4873 5.0254 -0.03
C 3.3296 0.8556 4.0240 -0.55
C 3.0986 1.0403 5.5240 -0.06
C 4.5886 -0.0004 3.8218 -0.04
C 3.5437 2.2416 3.3956 -0.04
C 0.4239 2.0193 -0.5677 -0.36
O -0.5706 1.5466 0.0123 -0.05
C 0.5379 3.4413 -0.9088 -0.05
C 1.6774 3.8669 -1.5347 0.03
C -0.6095 4.3739 -0.5524 -0.53
C -1.9042 3.9136 -1.2407 -0.03
C -0.8004 4.3810 0.9739 -0.03
C -0.3331 5.8117 -1.0001 -0.07
H 4.3801 4.6719 -4.4173 0.09
H 3.0595 3.5068 -4.5629 0.09
H 2.7953 5.0496 -3.7468 0.08
H 5.4588 5.1119 -2.1588 0.09
H 3.8824 5.4933 -1.4696 0.08
H 4.8940 4.2568 -0.7191 0.09
H 5.8733 3.0440 -3.3750 0.09
H 5.4030 2.0774 -1.9820 0.09
H 4.6604 1.7838 -3.5614 0.09
H 3.4486 0.9804 -1.8317 0.10
H 3.0951 0.3095 1.3994 0.11
H 0.9696 -0.0910 5.0778 0.09
H -2.8402 -0.6599 2.8056 0.09
H -2.5224 -2.3938 2.8522 0.08
H -3.3803 -1.6152 4.1863 0.09
H -1.8153 0.8455 4.6871 0.09
H -2.4856 -0.3512 5.7988 0.09
H -0.7997 0.1080 5.9312 0.07
H -0.6975 -3.3169 4.3521 0.09
H -0.0435 -2.3219 5.6600 0.08
H -1.7509 -2.7778 5.6639 0.09
H 2.9743 0.0851 6.0365 0.09
H 3.9624 1.5390 5.9640 0.09
H 2.2213 1.6566 5.7259 0.09
H 4.4632 -0.9905 4.2617 0.09
H 4.8271 -0.1285 2.7661 0.08
H 5.4428 0.4807 4.3011 0.09
H 2.6501 2.8595 3.4970 0.09
H 4.3680 2.7492 3.8995 0.09
H 3.7924 2.1796 2.3362 0.08
H 1.7726 4.9103 -1.7928 0.10
H -2.2130 2.9265 -0.9099 0.07
H -2.7020 4.6189 -1.0015 0.09
H -1.7874 3.8995 -2.3258 0.10
H -1.0647 3.3947 1.3456 0.07
H 0.1091 4.7173 1.4762 0.09
H -1.6005 5.0770 1.2335 0.09
H -0.2074 5.8830 -2.0818 0.09
H -1.1832 6.4369 -0.7257 0.09
H 0.5508 6.2323 -0.5175 0.09
B -4.3347 -0.3669 -4.2258 -0.40
N -2.8197 -0.7171 -4.4096 -0.07
C -2.2695 -0.8132 -5.6247 -0.09
C -0.8901 -0.8830 -5.4984 -0.05
C -0.6843 -0.8219 -4.1248 -0.17
N -1.8508 -0.7113 -3.4854 -0.09
N -4.9413 -0.9404 -2.9138 -0.08
C -6.2391 -1.2297 -2.7704 -0.09
C -6.5013 -1.4806 -1.4317 -0.06
C -5.2637 -1.3131 -0.8176 -0.17
N -4.3399 -0.9814 -1.7209 -0.10
H -4.9074 -0.9035 -5.1357 0.07
H -4.4656 0.8314 -4.2458 0.07
H -2.9026 -0.8196 -6.4945 0.12
H -0.1610 -0.9841 -6.2808 0.09
H 0.2354 -0.8839 -3.5635 0.09
H -6.8837 -1.2315 -3.6318 0.12
H -7.4398 -1.7503 -0.9837 0.09
H -4.9924 -1.4316 0.2197 0.10
O 0.1879 -3.4423 -1.0780 -0.04
C -0.9397 -3.8937 -1.2414 -0.61
O -2.0046 -3.1971 -1.4351 -0.22
C -1.1790 -5.3867 -1.1615 -0.11
C -2.4692 -5.8948 -1.0931 0.00
C -2.6784 -7.2608 -0.9861 0.01
C -1.5718 -8.0894 -0.9664 -0.15
C -0.2719 -7.6158 -1.0478 0.01
C -0.0849 -6.2469 -1.1391 0.00
N -1.7850 -9.5452 -0.8513 -0.35
O -2.9268 -9.9435 -0.7354 0.07
O -0.8036 -10.2616 -0.8679 0.07
H -3.3068 -5.2138 -1.1312 0.12
H -3.6692 -7.6832 -0.9212 0.12
H 0.5583 -8.3047 -1.0366 0.12
H 0.9065 -5.8205 -1.1870 0.12
```

Results
energy relative to the best compared isomer or geometry (same formula, charge and spin) = 4.15 kJ/mol
HOMO-LUMO gap (alpha / beta) = 0.220 / 0.224 Eh
total energy = -4937.84415 hartree
HOMO energy (alpha / beta) = -8.362 / -8.359 eV